C39H47N6S2Ta | the ωB97M-V functional and the def2-TZVPD basis

Geometry (Å):
Ta 0.121 -0.576 0.509
C -0.126 -3.741 0.384
N 0.249 -2.704 -0.621
C -0.704 -2.838 -1.775
C -0.604 -1.738 -2.798
N -1.183 -0.435 -2.358
C -0.711 0.619 -3.213
C -2.626 -0.474 -2.216
C -3.464 -0.269 -3.311
C -4.838 -0.254 -3.158
C -5.386 -0.459 -1.898
C -4.562 -0.707 -0.817
C -3.172 -0.726 -0.964
S -2.254 -1.202 0.469
C 1.617 -2.930 -1.100
C 2.119 -4.212 -1.297
C 3.414 -4.388 -1.754
C 4.216 -3.284 -2.019
C 3.717 -2.008 -1.833
C 2.412 -1.828 -1.380
S 1.769 -0.178 -1.238
H -0.296 -4.707 -0.092
H -1.046 -3.438 0.875
H 0.679 -3.843 1.110
H -1.710 -2.913 -1.369
H -0.484 -3.786 -2.278
H -1.120 -2.080 -3.703
H 0.439 -1.572 -3.061
H -1.442 0.962 -3.944
H 0.207 0.340 -3.719
H -0.516 1.736 -1.379
H -3.052 -0.144 -4.305
H -5.474 -0.088 -4.015
H -6.458 -0.446 -1.760
H -4.985 -0.903 0.159
H 1.508 -5.079 -1.092
H 3.798 -5.388 -1.898
H 5.229 -3.420 -2.369
H 4.334 -1.143 -2.037
N -0.406 1.854 -2.391
C -0.060 2.962 -2.869
C 0.340 3.503 -4.101
C 1.520 3.011 -4.700
C 1.958 3.583 -5.874
C 1.238 4.630 -6.447
C 0.076 5.119 -5.854
C -0.371 4.580 -4.667
H 2.070 2.201 -4.239
H 2.856 3.217 -6.351
H 1.593 5.075 -7.367
H -0.466 5.932 -6.315
H -1.257 4.961 -4.180
C 4.963 1.645 2.472
N 3.847 0.701 2.467
C 3.385 -0.017 3.539
C 2.322 -0.722 3.094
N 2.104 -0.450 1.744
C 3.066 0.417 1.425
H 5.599 1.421 3.323
H 4.597 2.667 2.554
H 5.540 1.526 1.559
H 3.862 0.021 4.502
H 1.732 -1.420 3.646
H 3.238 0.834 0.452
C -0.612 -3.765 3.911
C -0.891 -2.295 4.064
C -1.539 -1.788 5.176
C -1.741 -0.419 5.314
C -2.387 0.138 6.553
C -1.358 0.452 4.298
C -0.751 -0.015 3.131
C -0.465 -1.397 3.089
N -0.442 0.719 1.958
C -0.709 2.168 1.660
C 0.576 2.726 1.041
C -1.869 2.261 0.667
C -1.051 3.095 2.827
H -0.724 -4.288 4.858
H 0.402 -3.942 3.548
H -1.306 -4.220 3.201
H -1.865 -2.462 5.958
H -2.534 -0.632 7.307
H -3.361 0.570 6.320
H -1.773 0.928 6.987
H -1.546 1.493 4.454
H 0.190 -1.856 2.334
H 0.881 2.166 0.148
H 1.402 2.662 1.749
H 0.450 3.772 0.756
H -1.695 1.683 -0.245
H -2.048 3.302 0.389
H -2.785 1.857 1.099
H -0.290 3.085 3.607
H -2.024 2.885 3.259
H -1.098 4.108 2.425

Forces on atoms 1 to 3 (eV/Å):
Ta -0.3 0.6 -0.3
C 0.1 -0.1 0.0
N 0.4 0.1 0.6

Output
Molar mass (g/mol): 844.93
Net charge: +2
Energy (eV): -73352.86538
Highest occupied orbital energy (hartree): -0.41299